A structure of composition C53H72InN3OP2SSi, computed with ωB97M-V with the def2-TZVPD basis set.

Geometry as XYZ:
```
134
Properties=species:S:1:pos:R:3:forces:R:3
In -0.73433 -0.56485 0.07103 0.4 0.0 0.0
C 2.44310 -0.51015 1.87519 -0.3 -0.1 0.1
Si 1.69554 0.30157 0.31975 0.1 -0.1 0.0
C 2.94912 -0.32134 -0.99954 0.0 -0.1 0.1
C 4.27658 -0.11821 -0.58070 0.0 0.1 0.0
C 5.37642 -0.55937 -1.28926 0.0 0.0 0.1
C 5.17047 -1.26402 -2.46137 0.0 -0.1 -0.1
C 3.87745 -1.52062 -2.87706 0.0 0.0 0.1
C 2.74682 -1.06960 -2.17669 0.2 0.0 -0.1
P 1.05445 -1.49520 -2.83162 0.0 0.1 0.1
C 1.41784 -3.22614 -3.47074 0.0 0.1 0.1
C 0.29800 -3.92483 -4.24475 -0.1 0.1 0.0
C -0.96891 -4.10439 -3.41707 0.1 -0.1 0.1
C -0.63754 -4.66278 -2.01303 0.0 0.1 -0.1
C 0.79219 -5.19820 -1.93958 0.0 0.1 -0.1
C 1.79886 -4.07637 -2.21727 -0.1 0.0 0.0
C 0.96774 -0.21878 -4.21683 -0.1 -0.1 0.0
C -0.45644 0.01742 -4.75725 0.0 0.0 0.0
C -0.84844 -0.84180 -5.95845 0.1 0.0 0.0
C 0.21340 -0.83148 -7.05690 0.0 -0.1 0.1
C 1.58602 -1.19831 -6.49273 -0.1 0.1 0.0
C 1.97197 -0.23331 -5.37392 -0.1 -0.1 0.0
C 1.96597 2.20090 0.52312 0.1 -0.1 -0.2
C 2.96543 2.84655 -0.21601 -0.2 0.1 -0.1
C 3.16433 4.21931 -0.15334 0.0 0.0 0.0
C 2.35467 4.99146 0.66261 0.0 0.0 0.0
C 1.36869 4.37621 1.41896 0.1 0.0 0.0
C 1.16840 2.99654 1.37371 -0.1 0.1 0.0
P -0.12010 2.12566 2.33435 0.0 -0.2 0.3
C -1.51568 3.27877 2.78099 0.1 0.0 -0.2
C -1.39596 4.60376 3.54739 -0.1 -0.1 0.1
C -2.79511 5.07787 3.95315 0.0 0.0 -0.1
C -3.66435 5.30799 2.71718 0.0 -0.1 0.0
C -3.75193 4.03861 1.87021 0.1 0.1 0.0
C -2.36182 3.50563 1.51673 -0.1 -0.1 0.0
C 0.79086 1.74219 3.91757 0.0 0.2 -0.1
C 1.69815 2.84479 4.48356 0.0 -0.1 0.1
C 2.14636 2.44215 5.88746 -0.1 0.0 0.0
C 0.96167 2.48564 6.86387 0.0 0.0 -0.1
C -0.35934 2.06315 6.18996 0.0 0.0 0.0
C -0.13749 1.13239 4.99837 0.0 0.0 0.0
H 3.06642 0.18554 2.44229 0.0 0.0 -0.1
H 3.05054 -1.36866 1.58373 0.0 0.0 0.0
H 1.65318 -0.88546 2.53060 0.0 0.0 0.0
H 4.45192 0.39376 0.35967 0.0 0.1 0.0
H 6.37777 -0.37104 -0.92225 0.0 0.0 0.0
H 6.00759 -1.63093 -3.04273 0.0 0.0 0.0
H 3.76409 -2.10415 -3.77541 -0.1 -0.1 -0.1
H 2.26068 -3.16996 -4.15189 0.2 0.0 0.0
H 0.67642 -4.90629 -4.54389 0.0 0.0 0.0
H 0.07913 -3.40176 -5.17272 0.0 0.0 0.0
H -1.65293 -4.76895 -3.94970 0.0 0.0 0.0
H -1.46513 -3.13646 -3.32426 -0.1 0.1 0.0
H -1.34336 -5.44782 -1.73340 0.0 0.0 0.0
H -0.72412 -3.87113 -1.26557 0.0 -0.1 0.0
H 0.92490 -6.01905 -2.64941 0.0 0.0 0.0
H 0.98002 -5.60603 -0.94430 0.1 0.0 -0.2
H 2.80117 -4.49231 -2.33897 0.0 0.0 0.0
H 1.83451 -3.43982 -1.32698 0.0 0.0 0.0
H 1.21153 0.65758 -3.60349 0.0 0.0 0.1
H -0.52971 1.07135 -5.05062 0.0 0.0 0.0
H -1.18258 -0.14477 -3.96065 -0.1 0.1 0.1
H -1.80045 -0.48164 -6.35651 0.0 0.0 0.0
H -1.02154 -1.86710 -5.62825 0.0 0.0 0.0
H 0.26811 0.16942 -7.49954 0.0 0.0 0.0
H -0.06884 -1.52448 -7.85308 0.0 0.0 0.0
H 2.33999 -1.16462 -7.28241 0.0 0.0 0.0
H 1.55797 -2.22373 -6.11570 0.1 0.0 0.0
H 1.98212 0.77859 -5.79905 0.1 0.0 0.0
H 2.98155 -0.42426 -5.01415 0.0 0.0 0.0
H 3.57611 2.27672 -0.90033 0.1 -0.1 0.0
H 3.94286 4.68241 -0.74786 0.0 0.0 0.0
H 2.49440 6.06430 0.71978 0.0 0.0 0.0
H 0.76543 4.98203 2.07492 -0.1 0.0 0.0
H -2.09267 2.59131 3.41564 -0.1 0.0 0.0
H -0.95865 5.37548 2.91193 0.1 0.0 -0.1
H -0.76588 4.51272 4.42984 0.0 0.0 0.0
H -2.72565 5.99417 4.54448 0.0 0.0 0.0
H -3.26153 4.31552 4.58670 0.0 0.0 0.0
H -3.22346 6.11100 2.11557 0.0 0.0 0.0
H -4.66370 5.63818 3.01058 0.0 0.0 0.0
H -4.32105 4.23194 0.95688 0.0 0.0 0.0
H -4.28668 3.26547 2.43179 0.0 0.0 0.0
H -1.84713 4.21829 0.86118 0.0 0.0 0.0
H -2.45710 2.56161 0.97275 0.0 0.0 0.0
H 1.45482 0.93975 3.59019 0.0 0.1 0.0
H 1.18008 3.80668 4.53078 0.0 0.0 0.0
H 2.55840 2.98218 3.82646 0.0 0.0 0.0
H 2.95242 3.08707 6.24298 0.0 0.0 0.0
H 2.54929 1.42474 5.84143 0.0 0.0 0.0
H 0.85200 3.50025 7.25491 0.0 0.0 0.0
H 1.17182 1.83950 7.71859 0.0 0.0 0.0
H -0.90559 2.94651 5.85402 0.0 0.0 0.0
H -1.00778 1.56537 6.91324 0.0 0.0 0.0
H -1.10506 0.85819 4.57094 0.0 -0.1 0.0
H 0.30626 0.20121 5.36141 0.0 0.0 0.0
C -4.88385 -2.20093 -0.87694 0.0 0.0 0.0
C -5.58044 -1.00415 -0.91073 0.0 0.0 0.0
C -4.89620 0.15728 -1.21932 -0.1 0.0 -0.1
C -3.53296 0.08063 -1.46798 0.0 0.0 0.0
N -2.85234 -1.06562 -1.41674 0.0 0.0 0.1
C -3.52267 -2.18093 -1.13050 0.1 0.0 -0.1
C -2.73220 1.29694 -1.76041 0.1 0.0 -0.2
C -3.25569 2.38266 -2.44871 -0.1 0.0 0.1
C -2.43493 3.46637 -2.71358 0.1 0.0 0.0
C -1.11666 3.43516 -2.28746 -0.1 0.0 0.0
C -0.67012 2.30716 -1.62023 0.0 0.0 0.0
N -1.45779 1.26693 -1.36950 -0.1 -0.1 0.0
H -5.37790 -3.13002 -0.62860 0.0 0.0 0.0
H -6.63438 -0.97446 -0.66889 0.0 0.0 0.0
H -5.40030 1.11430 -1.22352 0.0 0.0 0.0
H -2.93495 -3.08789 -1.07497 0.1 0.0 0.0
H -4.28299 2.36464 -2.78667 0.0 0.0 0.0
H -2.81645 4.32010 -3.25869 0.0 0.0 0.0
H -0.44367 4.26297 -2.46282 0.0 0.0 0.0
H 0.34840 2.23900 -1.25713 0.0 0.0 0.0
C 2.01190 -4.49444 2.47265 0.0 0.0 0.0
C 0.48173 -4.54080 2.36352 0.0 0.0 0.1
C -0.13934 -4.37870 3.75833 0.0 0.0 0.0
C 0.05704 -5.88512 1.75822 0.0 0.0 0.0
C 0.00368 -3.44931 1.49770 -0.1 -0.2 -0.2
C -0.46492 -2.61633 0.74663 0.0 0.3 -0.1
H 2.36728 -5.32983 3.08127 0.0 0.0 0.0
H 2.34284 -3.56447 2.93648 0.0 0.0 0.0
H 2.46951 -4.56428 1.48401 0.0 0.0 0.0
H 0.23296 -5.15511 4.43145 0.0 0.0 0.0
H -1.22666 -4.44986 3.70582 0.0 0.0 0.0
H 0.11584 -3.40391 4.17774 0.0 0.0 0.0
H 0.37935 -6.70436 2.40559 0.0 0.0 0.0
H 0.51110 -6.02050 0.77495 -0.1 0.0 0.2
H -1.02678 -5.93205 1.64369 0.0 0.0 0.0
O -4.21184 -0.84162 2.85879 0.0 -0.1 -0.1
S -3.06263 -1.14714 2.00688 -0.2 0.6 0.2
N -2.49895 -0.00955 1.21847 0.1 -0.4 0.2
```
Positions in Å, forces in eV/Å.

Values from the calculation:
Max |F| (Eh/bohr): 0.0134
LUMO level (eV): -0.23
Electronic energy (eV): -105112.158



A cluster of 10 separate species, C53H79F10N3O29PS2 in total, computed with ωB97M-V with the def2-TZVPD basis set.

Geometry as XYZ:
```
177
Properties=species:S:1:pos:R:3:forces:R:3
C 5.34380 -4.06147 5.19777 -1.0 -0.6 -0.6
C 4.23400 -4.66732 4.27116 -0.7 0.7 0.5
C 2.98929 -3.70978 4.10933 0.3 -0.6 -1.0
C 2.48824 -3.81270 2.61462 -0.5 0.1 1.6
C 1.73919 -5.17370 2.48959 0.1 0.4 -0.6
C 1.96426 -5.88474 1.11581 -0.9 0.5 0.3
C 1.39932 -5.13808 -0.15129 0.2 0.3 0.3
C 0.01435 -4.44252 0.04278 0.8 -0.9 0.3
N -0.89984 -4.59910 -1.12064 0.0 1.7 0.7
C -2.23578 -4.11522 -0.64525 -0.7 -0.6 -0.2
C -3.14225 -3.47077 -1.71942 -0.9 0.5 0.7
C -4.63707 -3.53486 -1.26436 0.7 -1.0 0.4
C -4.88675 -3.03231 0.19854 -0.7 0.6 -0.9
C -5.89034 -1.83770 0.13511 0.7 0.3 0.7
C -6.46999 -1.38682 1.50995 -1.0 -0.3 0.0
C -6.77727 -2.53597 2.51030 1.0 -0.3 0.2
C -5.56195 -2.90058 3.43071 -0.5 -0.2 -0.4
C -0.45346 -3.90844 -2.29077 1.0 -1.2 -0.9
S -0.20130 -4.80519 -3.62735 0.0 0.3 0.2
S -0.13382 -2.12534 -2.44124 -0.5 0.1 1.0
C 1.66135 -1.83609 -2.66191 0.9 0.2 0.2
C 2.21267 -0.54286 -1.89183 -0.9 0.1 -0.6
C 1.08587 0.29909 -1.25922 0.0 -0.1 -0.4
N 1.51063 1.60667 -0.68298 -0.4 -0.7 -0.4
C 2.56172 1.48965 0.31864 -1.0 0.7 0.3
C 2.00532 0.76680 1.56305 2.5 -0.4 0.6
C 3.15277 0.53478 2.61484 -1.9 -0.4 -1.0
C 4.34621 -0.23896 2.05813 -2.4 0.2 -0.6
O 5.32874 -0.24815 2.63553 3.9 0.0 2.1
F 4.27629 -0.95142 0.90902 -1.1 0.3 -0.1
N 0.98222 1.62739 2.24537 0.6 0.1 0.5
C 0.21874 2.54884 1.35664 -1.7 1.0 -0.4
P -1.59121 2.38179 1.84524 -1.0 -1.1 -0.9
O -1.95368 0.95152 2.03690 0.8 0.0 0.6
C 0.27848 2.25053 -0.18151 0.4 1.0 0.1
H 5.29944 -2.96621 5.09842 0.3 -0.3 0.1
H 5.09907 -4.35060 6.23202 0.4 0.3 -0.3
H 6.33057 -4.44530 4.89941 -0.3 0.2 0.4
H 4.59350 -4.87863 3.25044 0.2 0.0 0.5
H 3.83160 -5.60708 4.69069 0.6 0.2 -0.2
H 3.23191 -2.67419 4.39945 0.1 -0.2 -0.1
H 2.14277 -4.03823 4.74267 0.4 0.2 -0.1
H 3.33175 -3.72546 1.91152 -0.2 0.0 0.2
H 1.78233 -2.96166 2.47483 0.3 -0.5 -0.4
H 2.09606 -5.86670 3.27530 -0.1 0.3 -0.4
H 0.67208 -4.97066 2.72692 0.7 -0.4 -0.3
H 3.05615 -6.01484 0.99642 -0.5 -0.2 -0.1
H 1.46588 -6.87247 1.19393 0.4 0.3 -0.2
H 2.14688 -4.37117 -0.43761 -0.3 -0.3 -0.1
H 1.31041 -5.85815 -0.98414 0.1 0.3 0.3
H -0.48808 -4.94136 0.89007 0.0 0.3 -0.4
H 0.16464 -3.38177 0.34091 -0.2 -0.3 -0.3
H -2.75294 -5.01053 -0.21200 0.5 0.9 -0.4
H -2.06672 -3.40047 0.18390 -0.2 -0.2 -0.4
H -3.09335 -3.95974 -2.70555 0.3 0.3 0.4
H -2.89471 -2.38968 -1.77895 0.1 -0.6 -0.4
H -4.91392 -4.60947 -1.28691 0.0 0.5 -0.1
H -5.29993 -3.04567 -2.00108 0.4 0.0 0.4
H -5.25630 -3.88266 0.79092 0.0 0.4 -0.1
H -3.97744 -2.64992 0.69624 -0.3 -0.3 -0.3
H -6.69685 -2.01019 -0.59958 0.2 -0.2 0.5
H -5.30270 -0.98546 -0.26861 -0.4 -0.4 0.0
H -5.85951 -0.61554 2.01625 0.0 -0.4 -0.3
H -7.43934 -0.89853 1.29096 0.5 0.0 0.1
H -7.63113 -2.29365 3.16596 0.3 0.1 -0.3
H -7.04198 -3.46837 1.97030 -0.1 0.5 0.1
H -4.75341 -3.39577 2.86823 -0.3 0.2 0.2
H -5.91962 -3.62660 4.18325 0.4 0.5 -0.1
H -5.12390 -2.00407 3.90324 -0.3 -0.4 0.0
H 1.86982 -1.70083 -3.73265 -0.2 -0.1 0.4
H 2.26566 -2.69110 -2.32784 -0.5 0.1 -0.1
H 3.01364 -0.82714 -1.19219 -0.5 0.0 -0.2
H 2.66297 0.08797 -2.67994 0.0 -0.3 0.5
H 0.38869 0.55819 -2.08233 0.3 -0.1 0.4
H 0.47669 -0.25064 -0.51232 0.4 -0.1 -0.3
H 3.47138 1.01673 -0.07895 -0.6 -0.1 0.1
H 2.87551 2.52049 0.60270 -0.1 -0.5 0.0
H 1.57447 -0.22676 1.37043 -0.1 0.6 -0.3
H 3.50535 1.47875 3.06477 0.2 -0.4 -0.4
H 2.67792 -0.03892 3.43542 0.7 -0.1 -0.2
H 0.39563 1.00982 2.83192 -0.4 0.2 -0.5
H 1.49502 2.21532 2.91355 -0.1 -0.1 -0.1
H 0.47135 3.60642 1.54958 0.5 -0.6 0.1
H -2.29816 2.81011 0.68401 0.5 0.8 0.5
H -1.89624 3.19442 2.96763 0.3 0.1 -0.4
H -0.64002 1.70576 -0.46650 0.7 -0.2 0.0
H 0.19729 3.23512 -0.68585 -0.2 -0.4 0.5
C 3.04627 -6.69590 -4.01561 -0.6 -0.3 -0.2
C 4.40582 -6.30297 -4.52251 0.0 0.5 -0.1
O 5.10278 -5.98587 -3.33003 -0.2 -0.7 0.0
C 4.54430 -6.75220 -2.34668 -0.1 0.0 0.4
O 5.03990 -6.94194 -1.28706 0.0 0.2 0.1
O 3.35186 -7.27092 -2.74228 0.5 0.3 -0.1
F 4.34331 -5.19499 -5.29857 0.1 0.0 0.0
H 2.38726 -5.83824 -3.87417 0.2 0.2 -0.1
H 2.55073 -7.41598 -4.66368 0.0 -0.1 0.2
H 4.93492 -7.09408 -5.05807 0.0 0.1 -0.1
C 1.85461 4.47804 -2.97407 0.5 -0.7 0.1
C 0.50019 4.88111 -3.47045 -0.2 0.1 0.2
O 0.63583 6.27627 -3.66764 0.5 -0.3 -0.3
C 1.95421 6.48497 -3.96625 0.2 0.2 -0.1
O 2.38359 7.48018 -4.44092 -0.1 0.1 0.0
O 2.71143 5.39868 -3.64765 -0.5 0.3 0.0
F -0.45238 4.66278 -2.52130 -0.2 0.0 0.0
H 1.96314 4.60426 -1.89352 -0.2 0.1 0.0
H 2.10198 3.45014 -3.23321 0.1 0.1 -0.1
H 0.20555 4.40508 -4.40274 -0.1 0.0 0.1
C -2.85306 3.68069 -6.05781 -0.2 0.6 0.1
C -3.38817 2.28159 -5.91700 -0.2 -0.2 -0.5
O -2.21876 1.48568 -6.02750 0.1 0.5 0.5
C -1.19501 2.24921 -5.56183 0.3 -0.3 -0.1
O -0.12728 1.83272 -5.25582 0.1 0.1 0.1
O -1.54980 3.56066 -5.47900 -0.2 -0.4 -0.1
F -4.22627 1.97143 -6.93021 0.0 -0.1 0.1
H -2.76018 3.99052 -7.09991 -0.1 -0.2 0.0
H -3.45375 4.41531 -5.52550 0.2 0.0 0.1
H -3.87821 2.07880 -4.96213 -0.1 -0.1 -0.1
C -11.77609 -0.56464 0.21498 -0.4 -0.4 -0.3
C -11.76322 0.81249 0.81946 0.0 0.0 0.6
O -10.37976 1.07429 0.97291 -0.2 -0.1 -0.6
C -9.74820 0.36912 -0.01151 0.3 -0.1 -0.1
O -8.62921 0.55210 -0.35203 0.1 0.0 0.0
O -10.57197 -0.56580 -0.55413 0.0 0.4 0.3
F -12.34827 0.82105 2.04094 0.0 0.1 0.0
H -11.72600 -1.35109 0.97032 0.0 0.2 0.1
H -12.64517 -0.73786 -0.41636 0.2 0.0 -0.2
H -12.21416 1.58513 0.19316 -0.1 0.0 0.1
C -3.02383 7.77915 1.78226 -0.1 0.6 0.1
C -3.60867 6.40229 1.93416 -0.4 0.0 -0.5
O -2.46663 5.56626 1.79270 0.1 0.2 0.4
C -1.40613 6.29784 2.23640 0.4 0.3 0.0
O -0.34743 5.82545 2.50829 0.0 -0.2 -0.1
O -1.70991 7.60788 2.33014 -0.1 -0.6 -0.1
F -4.48090 6.12234 0.94137 0.0 -0.1 0.1
H -2.94429 8.08629 0.73816 -0.1 -0.2 0.0
H -3.58264 8.53474 2.32959 0.2 0.0 0.1
H -4.08206 6.21555 2.90011 -0.1 -0.1 -0.1
C 6.73527 -3.63367 -1.72726 0.0 -0.6 0.3
C 7.29816 -2.24554 -1.58812 0.5 0.0 -0.3
O 6.56574 -1.51106 -2.55812 -0.4 -0.2 0.4
C 5.35882 -2.13228 -2.66759 -0.2 -0.2 -0.3
O 4.39824 -1.65713 -3.17899 0.3 0.0 -0.1
O 5.38369 -3.36785 -2.10925 0.1 0.6 0.0
F 8.61060 -2.20960 -1.91227 0.0 0.1 0.1
H 7.22856 -4.20816 -2.51292 0.1 0.2 0.0
H 6.77745 -4.20015 -0.79924 -0.3 0.0 0.0
H 7.15286 -1.79572 -0.60310 0.1 0.1 0.0
C -2.55460 -8.67039 2.12796 0.1 -0.6 0.2
C -2.52863 -7.79464 0.90862 -0.6 0.1 -0.3
O -2.46925 -6.48643 1.45936 0.4 -0.6 0.2
C -1.82674 -6.61531 2.65090 0.1 0.0 0.5
O -1.35469 -5.71690 3.25950 -0.1 0.3 0.1
O -1.77578 -7.91060 3.05135 -0.1 0.3 -0.3
F -3.67168 -7.91289 0.19304 0.0 0.1 -0.1
H -3.56253 -8.80642 2.52414 -0.1 0.1 -0.2
H -2.11118 -9.64810 1.95171 0.2 0.1 0.1
H -1.66841 -7.95580 0.25471 -0.1 0.1 -0.1
C 4.02226 8.75490 -2.23871 -0.2 0.2 -0.5
C 3.84185 8.87071 -0.75230 0.0 -0.4 0.1
O 5.15147 8.67895 -0.25776 -0.2 0.4 -0.3
C 5.99769 9.13094 -1.24178 0.5 0.0 -0.4
O 7.14167 9.36931 -1.07581 0.0 -0.1 0.1
O 5.34184 9.27161 -2.42335 -0.1 -0.1 0.6
F 3.04573 7.87400 -0.27130 -0.1 0.0 0.2
H 3.98578 7.72141 -2.58285 0.0 0.0 0.2
H 3.29160 9.33588 -2.79618 0.2 0.1 -0.1
H 3.46134 9.83843 -0.41617 -0.2 -0.1 0.1
C 3.78097 9.61407 2.74720 0.3 -0.6 -0.3
C 3.77907 11.11684 2.71632 -0.5 0.2 -0.1
O 3.18477 11.45587 3.95325 0.5 -0.4 0.0
C 3.49093 10.43721 4.81450 -0.1 -0.1 0.4
O 3.38837 10.50120 5.98907 -0.1 0.0 0.0
O 3.93559 9.34055 4.13878 -0.1 0.4 -0.1
F 2.99582 11.58700 1.70930 0.1 0.1 -0.1
H 2.83864 9.18698 2.39517 -0.1 0.2 0.0
H 4.59881 9.18600 2.17016 0.1 -0.1 0.2
H 4.77060 11.56918 2.64964 -0.1 0.1 -0.1
```
Positions in Å, forces in eV/Å.

Values from the calculation:
Net charge: +1
Max |F| (Eh/bohr): 0.0866
LUMO level (eV): -2.85
Electronic energy (eV): -178216.599